1.
Density functional theory data (ωB97M-V with the def2-TZVPD basis set) for C8H16ClNiO6 as an isolated structure in a non-equilibrium geometry.

Values from the calculation:
* energy relative to the best compared isomer or geometry (same formula, charge and spin): 82.5 kcal/mol
* spin multiplicity: 3
* charge: +1

Structure (XYZ):
```
32
Properties=species:S:1:pos:R:3:forces:R:3:mulliken_charge:R:1
Ni 3.9487 -1.1332 -1.4480 3.325 -0.969 -0.524 0.39
Cl 2.1806 -0.5231 -1.0677 -1.675 0.422 -0.284 0.19
C 0.0616 -0.5171 1.6732 0.236 1.886 2.292 -1.20
C 0.1014 0.2877 0.3826 -1.265 -1.065 1.599 0.71
O -0.5176 1.5437 0.3932 -1.931 -0.420 -1.153 -0.35
C -0.0610 2.5072 1.1253 2.738 4.791 3.060 0.69
O 0.9923 2.5287 1.7761 -2.127 -1.002 -1.444 -0.56
O -0.8298 3.6904 1.0530 -0.127 -3.303 -1.535 -0.34
C -0.5495 4.7475 1.9289 1.182 0.617 1.399 -0.63
H 0.4620 0.0440 2.5176 0.649 0.223 -0.164 0.46
H 0.5276 -1.4999 1.6013 -0.814 3.080 1.442 0.08
H -0.9143 -0.7453 2.1018 -0.620 0.332 -0.882 0.53
H -0.3040 -0.4001 -0.3595 -0.329 1.515 -0.212 -0.47
H 1.0942 0.4921 -0.0182 0.849 0.433 0.707 0.45
H -0.7635 4.4607 2.9585 -0.216 -0.031 -0.003 0.29
H -1.0939 5.6607 1.6887 -0.465 -0.580 -0.448 0.26
H 0.4971 5.0520 1.9347 0.192 -0.333 -0.285 0.29
C -0.0643 -0.4078 -3.0811 -0.442 0.151 0.450 -0.95
C -1.0753 -1.3454 -2.4400 -0.757 -1.455 -1.033 -0.35
O -0.5812 -2.0150 -1.2671 1.048 0.769 0.729 -0.29
C -1.3782 -2.2478 -0.2313 -0.305 -1.915 1.182 0.84
O -2.5777 -2.1918 -0.1814 1.590 0.444 0.041 -0.52
O -0.6088 -2.7362 0.8414 -1.139 -0.459 -1.889 -0.43
C 0.8203 -2.9130 0.7606 -0.341 -1.797 -1.183 -0.62
H -0.4673 0.0032 -4.0067 -0.113 -0.253 -0.030 0.40
H 0.9267 -0.8152 -3.2809 -0.264 -0.233 -0.068 0.15
H 0.0263 0.4451 -2.4084 0.250 0.158 -0.135 0.28
H -1.3121 -2.2722 -2.9625 -0.210 0.693 -1.304 0.44
H -2.0149 -0.8197 -2.2698 0.076 -0.055 0.421 0.33
H 1.1449 -3.3536 -0.1821 -0.267 -0.393 0.056 0.34
H 0.9947 -3.5695 1.6131 0.446 0.103 -0.167 0.30
H 1.3351 -1.9569 0.8547 0.824 -1.352 -0.637 0.29
```
Forces are in eV/Å.


2.
Density functional theory data (ωB97M-V with the def2-TZVPD basis set) for C8H16CsO4S2 as an isolated structure in a non-equilibrium geometry.

Values from the calculation:
* energy relative to the best compared isomer or geometry (same formula, charge and spin): 50.7 kcal/mol
* charge: +1

Structure (XYZ):
```
31
Properties=species:S:1:pos:R:3:forces:R:3:mulliken_charge:R:1
Cs 0.8998 6.3208 -1.5524 0.040 -0.123 0.041 1.00
C 2.6011 -0.9916 4.2701 0.291 0.821 -0.833 -0.65
C 1.1883 -0.3059 4.4260 1.393 0.225 0.665 -0.57
C 1.5346 1.2054 4.7230 0.758 -1.374 -1.946 -0.70
S 2.9717 1.5554 3.5717 -0.773 1.041 1.696 1.10
O 4.0291 2.0624 4.4238 -0.049 -0.136 -0.557 -0.64
O 2.5259 2.3644 2.4469 0.223 -0.682 0.215 -0.67
C 3.3227 -0.1220 3.1582 -0.358 -1.142 -0.082 -0.66
H 2.6263 -2.0474 4.0004 -0.563 0.096 -0.439 0.34
H 3.1880 -1.0117 5.1884 -0.114 0.628 0.184 0.32
H 0.6456 -0.7204 5.2756 -0.036 -0.043 -0.093 0.33
H 0.6101 -0.4810 3.5188 -0.023 0.312 0.011 0.30
H 1.9933 1.2689 5.7098 -0.441 0.421 -0.024 0.35
H 0.7849 1.9358 4.4189 -0.052 -0.093 0.595 0.38
H 4.3966 -0.2442 3.0164 0.006 0.034 0.488 0.41
H 2.8903 -0.3091 2.1753 -0.301 -0.053 0.052 0.36
C -3.7383 -0.9740 -3.9697 -0.001 0.803 0.636 -0.51
C -2.7806 -1.1967 -5.1095 1.454 -0.134 -0.280 -0.58
C -1.3522 -1.2638 -4.5029 0.620 -0.005 0.220 -0.76
S -1.2779 -0.0714 -3.0938 -0.972 -3.778 -1.345 1.09
O -0.6799 1.1460 -3.5758 0.080 0.580 0.661 -0.64
O -0.8037 -0.8470 -1.9533 0.173 1.376 -0.268 -0.63
C -3.0985 0.0150 -3.0055 1.169 1.249 1.270 -0.69
H -3.9400 -1.9138 -3.4558 -0.204 0.133 0.007 0.31
H -4.6459 -0.4968 -4.3394 -0.234 -0.471 0.097 0.28
H -2.8545 -0.3758 -5.8228 0.090 -0.051 -0.085 0.30
H -3.0245 -2.1332 -5.6109 0.125 0.132 -0.177 0.32
H -0.4585 -1.0765 -5.0981 -0.462 0.573 -0.639 0.43
H -1.0767 -2.2428 -4.1107 -0.644 -0.084 0.472 0.35
H -3.2056 1.0851 -3.1831 -0.804 -0.052 -0.438 0.35
H -3.2714 -0.1343 -1.9397 -0.389 -0.201 -0.108 0.39
```
Forces are in eV/Å.


3.
Density functional theory data (ωB97M-V with the def2-TZVPD basis set) for C8H16I2O8P2S as an isolated structure in a non-equilibrium geometry.

Values from the calculation:
* E: -70550.8096 eV
* charge: 0

Structure (XYZ):
```
37
Properties=species:S:1:pos:R:3:forces:R:3:mulliken_charge:R:1
C 6.0071 -0.6939 0.6127 -0.247 0.157 -0.525 -0.98
C 5.8333 0.2405 -0.6331 -0.930 -0.702 0.458 -0.48
P 4.1678 1.0518 -0.4089 0.978 1.599 1.252 0.01
C 3.7207 1.7810 -2.0460 0.127 -0.558 -0.257 -0.96
O 3.1325 -0.2630 0.0057 -0.969 0.119 -1.772 -0.33
P 2.5332 -1.0798 -1.2342 0.958 -1.513 -0.362 1.01
O 3.5814 -1.5160 -2.1485 0.475 0.278 -0.555 -0.67
O 1.8043 -2.3561 -0.6038 -0.185 0.721 0.321 -0.46
O 1.3824 -0.2451 -2.0307 -0.040 -1.024 1.014 -0.23
C 0.0706 -0.5809 -1.6980 -0.837 -0.385 -0.423 -0.41
I -0.9340 -2.1936 -2.6724 0.950 0.500 -0.069 0.06
C -0.5525 0.1551 -0.7995 -0.632 0.686 0.712 0.30
C 0.1666 1.3100 -0.1139 0.087 -0.563 0.198 -0.71
I -2.5716 -0.2170 -0.2310 0.737 0.433 -0.063 0.20
H 5.7268 -1.7167 0.3359 0.248 0.167 0.143 0.23
H 7.0358 -0.6485 0.9821 -0.209 -0.215 -0.066 0.34
H 5.3273 -0.3976 1.4239 0.309 0.007 -0.077 0.27
H 5.8604 -0.3294 -1.5687 0.272 0.182 0.173 0.31
H 6.6077 1.0140 -0.5844 -0.375 0.075 -0.311 0.44
H 3.7424 1.0723 -2.8845 -0.208 0.210 0.135 0.38
H 2.7751 2.3317 -1.9798 0.113 -0.349 -0.038 0.25
H 4.4931 2.5431 -2.2412 -0.041 -0.286 0.284 0.41
H 2.3592 -3.1322 -0.7824 -0.144 0.216 -0.030 0.32
H 0.4335 2.1003 -0.8267 -0.324 -0.078 0.179 0.18
H -0.4122 1.6863 0.7323 0.058 0.145 -0.334 0.40
H 1.1116 0.9247 0.2903 -0.227 0.200 0.024 0.12
C -6.3682 -1.1190 1.5741 0.306 -0.290 0.302 -0.33
C -7.4049 -0.6407 2.5680 -0.465 -0.126 -0.289 -0.36
O -6.9921 0.6837 2.9150 0.497 -0.046 -0.156 -0.31
S -6.2811 1.3735 1.6473 -0.202 -0.496 0.094 1.10
O -7.2345 2.1797 0.9795 0.132 0.175 -0.144 -0.53
O -5.0190 1.8656 2.0568 -0.004 0.207 0.025 -0.51
O -6.0616 0.0306 0.7772 -0.314 0.268 0.200 -0.25
H -5.4527 -1.4401 2.0767 -0.035 -0.024 0.019 0.29
H -6.7385 -1.9266 0.9470 0.018 0.170 -0.182 0.31
H -7.4552 -1.2693 3.4534 0.108 0.208 0.121 0.31
H -8.3948 -0.5783 2.1098 0.013 -0.068 0.000 0.30
```
Forces are in eV/Å.


4.
Density functional theory data (ωB97M-V with the def2-TZVPD basis set) for an isolated ion of composition C8H16IN2 and charge +1 in a non-equilibrium geometry.

Values from the calculation:
* energy relative to the best compared isomer or geometry (same formula, charge and spin): 41.8 kcal/mol
* charge: +1
* structure (SMILES): CCC[N+](/C=C\NC)=C(\C)I

Structure (XYZ):
```
27
Properties=species:S:1:pos:R:3:forces:R:3:mulliken_charge:R:1
C -0.7095 0.3940 1.4861 0.279 0.146 0.439 -1.01
C -1.0005 1.5920 0.9456 0.364 0.132 -0.342 0.07
C -1.3822 -0.9857 -0.3352 -0.561 1.381 1.058 0.45
C -1.1514 -1.8374 -1.5339 -2.584 0.878 1.282 -1.26
C 3.1921 -1.3260 0.5617 -0.178 0.605 0.898 -1.26
C -1.5453 3.2114 -0.7880 -2.327 -0.069 -0.554 -1.09
C 1.9111 -0.5993 0.0833 -1.580 0.904 0.422 0.28
C 0.7408 -1.3043 0.7571 4.209 -3.591 -1.237 -1.53
N -0.4860 -0.7182 0.6153 -4.134 1.094 -1.415 0.39
N -1.1683 1.8812 -0.3601 -0.384 1.528 1.089 -0.03
I -3.4086 -0.3776 -0.0105 0.798 -0.497 -0.363 0.28
H -0.3608 0.3560 2.5216 -0.336 -0.482 -0.490 0.34
H -1.0808 2.4153 1.6438 -0.138 0.138 -0.134 0.50
H -0.1753 -1.7830 -1.7842 3.322 -0.690 -0.670 0.33
H -1.7381 -1.7215 -2.4544 -0.281 0.564 0.745 0.37
H -1.5241 -2.6899 -1.0182 0.265 -2.102 -0.391 0.45
H 3.3937 -1.2134 1.7086 -0.475 -0.200 -2.193 0.31
H 3.2496 -2.3947 0.2543 -0.384 0.677 0.356 0.35
H 3.9514 -0.8269 0.0059 1.180 0.203 0.005 0.39
H -0.7572 3.8837 -0.9640 1.303 0.870 0.396 0.34
H -2.0970 3.2428 -1.7499 0.302 -0.761 0.364 0.35
H -2.3159 3.5899 -0.0994 0.664 0.178 0.028 0.38
H 1.6863 -0.7693 -1.0351 0.954 0.964 1.461 0.19
H 1.7370 0.5017 0.4819 1.247 -1.797 -1.421 0.24
H 0.9148 -2.3451 0.3570 -1.470 0.664 0.264 0.46
H 1.0267 -1.4299 1.7728 -0.399 0.267 1.242 0.50
H -0.9024 1.2540 -1.0620 0.341 -1.003 -0.841 0.22
```
Forces are in eV/Å.